No. 1
Computed, not measured: one molecule with the formula C19H27NO3 at a distorted geometry, with ωB97M-V/def2-TZVPD.

Last column: natural (NBO) charge in e.
Cartesian coordinates (Å):
1 O -6.13 -2.35 0.35  -0.524
2 O -1.85 1.83 -1.13  -0.579
3 O 0.52 1.40 1.99  -0.583
4 N 2.30 1.11 0.80  -0.688
5 C 1.10 1.77 1.10  0.728
6 C -3.94 -1.28 -0.51  -0.152
7 C -6.12 -1.25 0.50  0.577
8 C -5.11 0.99 0.07  -0.162
9 C -5.04 -0.46 0.08  -0.164
10 C 2.78 0.11 1.66  -0.049
11 C 2.08 -1.30 1.24  -0.399
12 C -7.40 -0.50 1.17  -0.729
13 C -2.89 0.84 -0.51  0.271
14 C 0.79 2.82 -0.21  -0.463
15 C -2.88 -0.51 -0.69  -0.250
16 C 2.67 -1.54 -0.29  -0.349
17 C 0.57 2.29 -1.42  -0.436
18 C 4.15 -1.73 -0.23  -0.286
19 C 4.69 -0.42 0.26  -0.396
20 C -0.50 0.94 -1.49  -0.062
21 C -3.95 1.67 -0.34  -0.196
22 C 4.28 -0.04 1.38  -0.421
23 C 4.58 -2.26 -1.48  -0.643
24 H -3.95 2.93 -0.15  0.248
25 H 5.86 -0.70 0.13  0.231
26 H -0.30 0.24 -0.59  0.205
27 H -3.92 -2.29 -0.36  0.240
28 H -0.23 3.46 0.35  0.214
29 H -5.87 1.48 0.51  0.209
30 H 4.77 0.96 1.97  0.210
31 H 2.46 -2.06 1.93  0.213
32 H 1.32 1.83 -1.62  0.185
33 H 4.38 -1.77 -2.42  0.216
34 H 4.69 -0.74 2.06  0.228
35 H 0.11 2.93 -2.12  0.233
36 H 2.14 -2.68 -0.64  0.179
37 H -7.28 0.14 2.01  0.217
38 H -7.83 0.29 0.25  0.208
39 H 5.81 -2.40 -1.67  0.197
40 H 4.42 -2.73 0.44  0.213
41 H 1.68 3.50 0.00  0.233
42 H -1.82 -1.05 -1.11  0.217
43 H -8.09 -1.36 1.41  0.233
44 H 2.48 0.34 2.59  0.215
45 H -0.73 0.67 -2.42  0.183
46 H 2.36 -0.93 -0.99  0.188
47 H 2.96 1.48 -0.17  0.396
48 H 1.09 -1.03 1.09  0.212
49 H 4.19 -3.09 -2.16  0.256
50 H 4.62 0.43 -0.63  0.175

Results
**SMILES**: CC(=O)c1ccc(OCCCC(=O)N[C@H]2CC[C@@H](C)CC2)cc1
**Lowest unoccupied orbital energy**: 0.00618 Ha

***

No. 2
Computed, not measured: C14H22AsN3O3S4SbW as an isolated structure at a distorted geometry, with ωB97M-V/def2-TZVPD.

Last column: Mulliken spin population.
Cartesian coordinates (Å):
1 W 0.50 -0.66 -0.69  1.060
2 Sb 4.06 0.92 -2.67  0.018
3 As 2.15 0.24 2.33  0.000
4 S 2.78 2.70 -3.02  0.032
5 S 2.92 -0.72 -1.46  -0.032
6 S 0.49 -3.01 -0.18  -0.016
7 S -0.64 0.24 -2.53  -0.072
8 O 1.46 -0.80 1.20  -0.011
9 O -1.55 -2.30 -2.34  -0.003
10 O 0.36 1.43 -0.14  0.033
11 N -1.32 -0.78 0.47  0.006
12 N -1.71 -4.34 0.35  0.000
13 N -1.87 -2.04 0.72  0.002
14 C -0.77 2.17 0.04  0.020
15 C -1.17 -3.10 0.33  0.009
16 C 0.54 -2.08 -3.56  -0.008
17 C 1.01 1.29 3.40  0.000
18 C 3.16 -0.93 3.54  0.000
19 C -1.91 1.60 0.65  0.004
20 C -2.20 -2.60 -3.59  -0.001
21 C -3.03 2.44 0.90  0.000
22 C -1.88 4.33 0.07  0.001
23 C -2.09 0.18 0.85  0.003
24 C 3.28 1.55 1.50  0.002
25 C -0.79 3.54 -0.21  -0.004
26 C -3.03 3.80 0.59  -0.001
27 C -0.42 -1.49 -2.56  -0.038
28 H -3.17 -2.93 -3.35  0.000
29 H 0.53 1.98 2.74  0.000
30 H -1.65 -3.30 -4.20  0.000
31 H 3.56 -0.29 4.28  0.000
32 H -1.82 5.41 -0.14  0.000
33 H 4.30 1.19 1.67  -0.001
34 H 2.95 1.71 0.46  -0.004
35 H -1.32 -5.13 -0.24  0.002
36 H -2.67 -4.32 0.38  0.000
37 H 4.01 -1.42 3.03  0.000
38 H 1.12 -2.86 -3.06  0.000
39 H -3.90 4.41 0.81  0.000
40 H 2.95 2.47 2.00  0.000
41 H -2.36 -1.70 -4.25  0.000
42 H 0.15 4.02 -0.57  0.000
43 H -2.98 -0.12 1.43  0.000
44 H 1.34 -1.41 -3.86  -0.002
45 H -3.92 2.05 1.31  -0.001
46 H 2.40 -1.57 3.96  0.000
47 H 1.71 1.84 4.04  0.000
48 H 0.12 -2.34 -4.51  0.002
49 H 0.30 0.74 4.05  0.000

Results
**Multiplicity**: 2
**<S²>**: 0.77
**Lowest unoccupied orbital energy (alpha / beta)**: -0.03682 / -0.03451 Ha

***

No. 3
Computed, not measured: C46H39FFeI2N6O9PS as an isolated structure at a distorted geometry, with ωB97M-V/def2-TZVPD.

Last column: Mulliken spin population.
Cartesian coordinates (Å):
1 I 5.19 -0.41 0.30  0.038
2 I 3.92 0.15 6.09  0.033
3 Fe 0.00 0.02 -0.15  3.805
4 S 0.93 -3.01 0.22  0.044
5 P -3.65 0.01 -0.16  0.007
6 F -1.38 7.95 2.03  0.000
7 O 1.84 -2.83 -0.89  -0.003
8 O -2.69 -2.71 -0.36  0.008
9 O 2.03 -0.04 0.26  0.320
10 O 1.17 9.04 1.60  0.000
11 O -2.18 0.19 -0.31  -0.041
12 O -0.47 3.46 1.35  0.000
13 O 2.22 5.56 -1.15  0.000
14 O -0.14 2.04 -0.37  0.050
15 O 1.47 -2.75 1.53  -0.003
16 N 1.64 7.27 0.23  0.000
17 N 0.21 -0.14 -2.41  -0.009
18 N -0.46 -2.18 -0.03  0.040
19 N 0.17 0.22 2.11  0.055
20 N 0.40 -0.17 -4.94  0.000
21 N 0.10 5.62 -0.27  0.000
22 C -1.38 -6.83 -0.05  0.000
23 C -3.89 2.64 0.56  -0.003
24 C -6.02 3.23 -1.13  0.000
25 C 1.44 0.13 2.51  0.003
26 C 4.19 -0.10 3.14  -0.105
27 C -5.38 -0.27 2.00  0.000
28 C -0.28 3.19 0.16  0.006
29 C -1.12 -4.47 -0.09  0.003
30 C -0.77 0.41 3.02  0.028
31 C -5.51 1.94 -1.09  0.000
32 C -5.60 -2.50 -3.46  0.000
33 C -4.42 3.92 0.53  -0.001
34 C 0.82 0.35 4.80  0.046
35 C -3.29 -1.45 2.18  0.009
36 C -5.76 -0.75 3.25  0.000
37 C 1.83 0.18 3.84  -0.043
38 C -4.90 -1.59 3.95  -0.001
39 C 0.23 -4.62 0.15  0.001
40 C 2.42 -0.03 1.43  0.130
41 C 1.73 0.00 -4.35  0.002
42 C -0.46 0.94 -4.53  0.003
43 C -0.25 4.33 -0.87  0.006
44 C -0.54 1.01 -2.98  0.011
45 C -0.49 0.47 4.39  -0.025
46 C -0.02 -6.98 0.19  0.000
47 C 3.24 0.07 4.14  0.279
48 C -0.33 -1.42 -2.94  0.021
49 C 1.64 -0.03 -2.80  0.008
50 C -4.15 -0.62 1.46  0.001
51 C -5.39 -1.96 -1.12  0.001
52 C -4.69 -1.50 -3.78  0.000
53 C -1.53 -3.02 -0.18  -0.005
54 C -0.19 -1.43 -4.48  0.003
55 C -1.95 -5.57 -0.19  0.000
56 C -4.47 -0.97 -1.43  0.002
57 C -5.96 -2.73 -2.14  0.000
58 C -4.44 1.63 -0.25  0.004
59 C -3.67 -1.94 3.42  -0.002
60 C 0.81 8.00 1.08  0.000
61 C -0.78 6.24 0.58  -0.001
62 C -5.48 4.22 -0.32  0.000
63 C 1.39 6.10 -0.45  0.000
64 C 0.81 -5.87 0.30  -0.001
65 C -4.13 -0.73 -2.76  -0.001
66 C 3.80 -0.16 1.81  0.223
67 C -0.48 7.36 1.23  0.000
68 H -1.79 0.50 2.66  0.010
69 H -4.42 -1.31 -4.81  0.000
70 H -1.55 0.97 -2.61  0.015
71 H -6.71 -0.47 3.67  0.000
72 H 2.17 -0.88 -2.37  0.003
73 H -0.06 1.87 -4.94  0.000
74 H -1.38 -1.51 -2.62  0.004
75 H 0.45 -2.25 -4.81  0.000
76 H 0.23 -2.23 -2.49  0.004
77 H -2.33 -1.72 1.75  0.001
78 H 2.38 -0.80 -4.71  0.000
79 H 0.49 4.10 -1.62  0.000
80 H -1.45 0.78 -4.97  0.000
81 H -0.09 1.91 -2.60  -0.004
82 H 5.23 -0.17 3.39  0.001
83 H -1.16 -1.55 -4.97  0.000
84 H 2.57 7.65 0.11  0.000
85 H -6.66 -3.51 -1.90  0.000
86 H -5.88 5.22 -0.34  0.000
87 H -6.84 3.46 -1.80  0.000
88 H -6.05 0.39 1.45  0.000
89 H -2.01 -7.71 -0.11  0.000
90 H -5.93 1.17 -1.72  0.000
91 H 1.87 -5.97 0.49  0.000
92 H 2.14 0.95 -4.70  0.001
93 H -4.00 4.68 1.17  0.000
94 H -1.24 4.39 -1.32  0.000
95 H 0.40 -7.97 0.31  0.000
96 H -3.01 -5.43 -0.36  0.000
97 H -1.73 5.75 0.71  0.000
98 H -5.20 -1.97 4.92  0.000
99 H 2.04 0.89 -2.35  0.009
100 H -6.04 -3.10 -4.25  0.000
101 H 1.07 0.38 5.85  0.008
102 H -3.04 2.42 1.19  -0.002
103 H -5.66 -2.15 -0.09  0.000
104 H -3.00 -2.59 3.97  0.000
105 H -3.42 0.05 -3.00  0.001
106 H -1.29 0.62 5.10  0.000

Results
**Multiplicity**: 6
**<S²>**: 8.81
**Lowest unoccupied orbital energy (alpha / beta)**: -0.02043 / -0.09985 Ha

***

No. 4
Computed, not measured: a 2-piece molecular cluster, C2H8NS overall at a distorted geometry, with ωB97M-V/def2-TZVPD.

Last column: natural (NBO) charge in e.
Cartesian coordinates (Å):
1 S -2.53 -0.18 -0.73  -1.059
2 N 0.62 0.50 0.61  -0.650
3 C 0.89 -0.90 0.74  -0.412
4 C 0.48 0.85 -0.79  -0.437
5 H 1.37 0.57 -1.37  0.156
6 H 0.29 -1.59 0.13  0.186
7 H -0.22 0.74 1.10  0.372
8 H 0.14 1.87 -0.94  0.192
9 H -0.34 0.25 -1.25  0.224
10 H 0.73 -1.29 1.75  0.182
11 H 1.94 -1.16 0.54  0.157
12 H -3.36 0.34 0.20  0.088

Results
**Total charge**: -1
**Lowest unoccupied orbital energy**: 0.15963 Ha

***

No. 5
Computed, not measured: C23H14BF9HfN3S2 as an isolated structure, with ωB97M-V/def2-TZVPD.

Last column: natural (NBO) charge in e.
Cartesian coordinates (Å):
1 Hf -0.27 -0.14 -0.99  2.065
2 S 0.20 -1.94 -2.55  -0.168
3 S -2.69 0.34 -1.38  -0.220
4 F 0.76 3.62 -3.21  -0.501
5 F -0.87 4.45 1.04  -0.281
6 F -3.06 5.96 0.38  -0.264
7 F -0.71 1.88 0.24  -0.334
8 F 0.65 1.16 -2.08  -0.679
9 F 2.80 2.64 -2.96  -0.499
10 F -4.90 2.28 -1.88  -0.274
11 F 1.39 1.91 -4.60  -0.490
12 F -5.05 4.84 -1.07  -0.264
13 N -0.81 -2.05 0.29  -0.620
14 N 3.32 -0.89 1.42  -0.486
15 N 1.55 -0.08 0.38  -0.673
16 C 4.59 1.28 1.74  -0.213
17 C -3.90 2.80 -1.17  0.343
18 C -1.30 -1.95 1.52  0.300
19 C -1.44 -0.58 2.11  -0.673
20 C -0.24 -4.60 -2.26  -0.172
21 C -0.29 -3.37 -1.65  -0.161
22 C -2.80 2.01 -0.85  -0.263
23 C 2.42 0.99 0.66  0.150
24 C 2.14 -1.17 0.85  0.282
25 C -1.09 -5.70 -0.30  -0.194
26 C 3.37 3.15 0.79  -0.177
27 C 2.33 2.35 0.38  -0.210
28 C -0.75 -3.28 -0.32  0.126
29 C -1.64 -4.32 1.67  -0.085
30 C -1.82 2.63 -0.10  0.272
31 C -0.64 -5.77 -1.59  -0.181
32 C -1.71 -3.08 2.25  -0.268
33 C -3.99 4.12 -0.76  0.296
34 C -2.97 4.69 -0.01  0.280
35 C -1.16 -4.46 0.36  -0.022
36 C 3.54 0.47 1.32  0.088
37 C -1.87 3.94 0.33  0.324
38 C 4.48 2.62 1.46  -0.185
39 B 1.63 2.69 -3.57  1.476
40 H 1.74 -2.17 0.78  0.234
41 H 3.94 -1.57 1.82  0.442
42 H -2.31 -0.09 1.65  0.262
43 H 5.46 0.87 2.25  0.234
44 H -2.09 -2.95 3.25  0.241
45 H 1.49 2.76 -0.16  0.236
46 H -0.58 -6.72 -2.10  0.238
47 H 0.10 -4.67 -3.29  0.241
48 H 5.28 3.29 1.76  0.235
49 H -1.41 -6.59 0.23  0.231
50 H 3.34 4.21 0.58  0.234
51 H -1.61 -0.62 3.18  0.253
52 H -1.96 -5.20 2.22  0.237
53 H -0.56 0.03 1.94  0.235

Results
**Total charge**: +1
**Lowest unoccupied orbital energy**: -0.14148 Ha

***

Computed total energy, in the same sequence as the records: -27758.5353 -138030.8996 -149137.5906 -14529.4115 -76664.7946 eV.
Computed relative energy (zero: lowest compared OMol25 entry of this formula, charge and spin), in the same sequence as the records: 17.4608 0.0360 0.4370 0.6819 0.0000 eV.